{
  "formula": "C38H81N9O12Si2",
  "method": "ωB97M-V/def2-TZVPD",
  "total_energy_ev": -94451.655,
  "de_lowest_kj_mol": 650.3,
  "e_lumo_ev": 0.442,
  "charge": 0,
  "fmax_ev_per_a": 7.0,
  "elements": ["C", "C", "C", "C", "C", "Si", "C", "C", "C", "N", "O", "O", "Si", "C", "C", "C", "O", "O", "C", "C", "N", "C", "C", "C", "C", "O", "H", "H", "H", "H", "H", "H", "H", "H", "H", "H", "H", "H", "H", "H", "H", "H", "H", "H", "H", "H", "H", "H", "H", "H", "H", "H", "H", "H", "H", "H", "H", "H", "C", "O", "N", "C", "C", "H", "H", "H", "H", "H", "H", "H", "C", "O", "N", "C", "C", "H", "H", "H", "H", "H", "H", "H", "C", "O", "N", "C", "C", "H", "H", "H", "H", "H", "H", "H", "C", "O", "N", "C", "C", "H", "H", "H", "H", "H", "H", "H", "C", "O", "N", "C", "C", "H", "H", "H", "H", "H", "H", "H", "C", "O", "N", "C", "C", "H", "H", "H", "H", "H", "H", "H", "C", "O", "N", "C", "C", "H", "H", "H", "H", "H", "H", "H"],
  "positions_angstrom": [[-5.5790, -2.3249, -2.7614], [-4.4192, -2.6336, -2.1938], [-3.0172, -3.0605, -1.5276], [-1.7268, -2.7606, -2.4833], [-0.4422, -3.7169, -2.1014], [0.2995, -3.0010, -0.4823], [-0.3699, -4.1303, 0.9594], [0.0652, -3.5627, 2.4130], [-1.0683, -2.5619, 2.9683], [-2.3469, -2.3475, 2.2217], [-0.9213, -1.9081, 4.0762], [2.0291, -3.0650, -0.3673], [2.7865, -1.5017, -0.3406], [3.2961, -0.8265, -2.0758], [2.1538, -0.9636, -3.2114], [1.0703, 0.2302, -3.2193], [1.2192, 1.3714, -2.6703], [-0.1622, 0.0024, -3.9591], [1.8248, -0.1312, 0.5926], [2.8810, 0.7747, 1.4247], [2.7293, 2.2539, 1.2476], [3.4038, 2.7662, 0.0139], [5.0263, 2.7733, 0.2880], [1.3316, 2.7092, 1.3717], [0.3991, 2.4176, 2.6874], [0.7288, 3.3575, 0.4214], [-6.5696, -2.0605, -3.3017], [-3.0542, -4.1626, -1.1785], [-2.8953, -2.4258, -0.5540], [-2.0225, -2.8640, -3.5893], [-1.4578, -1.6402, -2.2876], [-0.9125, -4.7733, -1.9287], [0.2997, -3.8237, -2.9737], [-0.3014, -1.6879, -0.2745], [-1.4855, -4.3812, 0.8490], [0.2038, -5.1418, 0.8240], [0.1701, -4.4591, 3.1332], [1.0706, -3.0045, 2.3204], [-2.2744, -1.5353, 1.5871], [-3.0814, -2.1686, 2.9263], [4.0622, -1.6776, 0.3957], [3.6371, 0.2795, -1.9637], [4.2237, -1.4210, -2.4670], [1.7038, -2.0205, -3.1709], [2.7058, -0.8937, -4.2402], [-0.3760, 0.8990, -4.3496], [1.0352, -0.5094, 1.3455], [1.2295, 0.4657, -0.2193], [2.7324, 0.5602, 2.5631], [3.9464, 0.3922, 1.1802], [3.1229, 2.1788, -0.9417], [3.1440, 3.8799, -0.2149], [5.5437, 3.7105, -0.1395], [5.5594, 1.8530, -0.1530], [5.1911, 2.7478, 1.4296], [-0.6580, 2.8718, 2.5036], [0.2271, 1.2616, 2.6770], [0.8795, 2.7913, 3.6628], [-0.5469, -7.8483, 2.5884], [-1.5191, -7.1352, 2.4146], [0.0451, -8.0971, 3.7963], [1.2025, -8.9590, 3.9246], [-0.5027, -7.4784, 4.9875], [-0.0523, -8.3668, 1.7507], [0.9543, -9.7913, 4.5886], [2.0285, -8.3843, 4.3519], [1.5064, -9.3544, 2.9533], [-1.5434, -7.7915, 5.1064], [-0.4748, -6.3916, 4.8711], [0.0710, -7.7680, 5.8697], [-8.3451, 0.2192, -4.1987], [-8.5706, -0.9625, -3.9924], [-8.2877, 0.8102, -5.4296], [-8.0138, 2.2236, -5.5932], [-8.5077, -0.0020, -6.6097], [-8.1639, 0.9255, -3.3723], [-8.8572, 2.6921, -6.1072], [-7.1078, 2.3432, -6.1933], [-7.8695, 2.7095, -4.6260], [-9.5019, -0.4533, -6.5528], [-7.7613, -0.8006, -6.6383], [-8.4311, 0.6048, -7.5137], [-3.4778, -4.6155, -5.9351], [-2.5006, -4.6776, -5.2098], [-3.6723, -3.6881, -6.9210], [-4.8637, -3.6774, -7.7448], [-2.6538, -2.6825, -7.1497], [-4.3109, -5.3313, -5.8457], [-4.5734, -3.8001, -8.7918], [-5.3759, -2.7200, -7.6172], [-5.5415, -4.4860, -7.4643], [-1.7123, -3.1781, -7.4016], [-2.5109, -2.1035, -6.2331], [-2.9471, -2.0161, -7.9629], [6.8639, 5.0405, 3.4181], [6.9922, 4.2607, 2.4901], [5.9556, 6.0606, 3.4721], [5.8608, 6.9503, 4.6121], [5.0567, 6.2598, 2.3523], [7.4965, 4.9778, 4.3187], [4.8569, 6.8776, 5.0365], [6.0434, 7.9751, 4.2793], [6.5932, 6.6866, 5.3779], [4.4638, 5.3529, 2.2040], [5.6455, 6.4452, 1.4499], [4.3930, 7.1063, 2.5381], [-8.3348, 2.2291, -0.4827], [-8.7002, 2.9348, -1.4091], [-7.0465, 2.1049, -0.0427], [-6.6906, 1.2438, 1.0669], [-6.0015, 2.8585, -0.7072], [-9.0474, 1.6144, 0.0908], [-6.2322, 1.8489, 1.8538], [-5.9757, 0.4933, 0.7195], [-7.5711, 0.7398, 1.4702], [-6.2292, 3.9254, -0.6349], [-5.9739, 2.5767, -1.7632], [-5.0318, 2.6581, -0.2484], [7.4980, -1.2222, 0.5411], [6.3572, -0.8606, 0.3100], [7.9395, -2.5157, 0.5017], [9.3145, -2.8699, 0.7895], [7.0018, -3.5674, 0.1610], [8.2894, -0.5038, 0.8098], [9.7457, -3.3623, -0.0862], [9.3345, -3.5552, 1.6410], [9.9057, -1.9839, 1.0292], [6.5916, -3.3722, -0.8335], [6.1825, -3.5642, 0.8850], [7.4958, -4.5407, 0.1699], [2.9057, 10.1367, 5.3791], [4.0872, 9.9020, 5.1896], [1.9689, 9.2206, 5.7724], [0.5799, 9.5785, 5.9774], [2.3768, 7.8476, 5.9915], [2.4882, 11.1473, 5.2417], [0.3060, 9.3623, 7.0135], [-0.0435, 8.9855, 5.3031], [0.4147, 10.6391, 5.7776], [3.1471, 7.8229, 6.7672], [2.7988, 7.4484, 5.0654], [1.5256, 7.2380, 6.2997]]
}